The following is a quantum chemistry calculation of a molecular structure, C17H27AsLiO5S, from the Open Molecules 2025 dataset.

The geometry in XYZ format:
```
52
Properties=species:S:1:pos:R:3:forces:R:3
Li 0.6125 1.5275 2.0799 -0.1 -0.1 -0.2
O 4.0248 0.1928 2.8300 0.0 0.2 0.1
C 2.8978 0.5322 2.4894 0.4 -0.5 -0.1
O 2.1575 1.4281 3.0043 -0.3 0.6 0.3
C 2.2404 -0.2021 1.2622 0.6 -0.2 -0.3
O 2.9425 -0.8451 0.4823 0.1 -0.2 -0.1
O 0.9855 -0.0294 1.1159 -0.8 0.3 0.0
C -0.7655 -4.1831 3.5855 0.0 0.1 0.0
As 0.2838 -2.6251 2.9415 -0.3 0.0 0.0
C -1.2759 -1.4088 2.8024 0.2 -0.2 0.1
C 0.4346 -3.2134 1.0456 0.1 0.1 0.0
C -0.8560 -3.2379 0.3017 0.0 0.1 -0.1
C -1.6514 -4.3806 0.2354 0.0 0.0 0.1
C -2.8720 -4.3676 -0.4257 -0.1 0.0 0.0
C -3.3196 -3.2084 -1.0438 0.0 0.0 0.0
C -2.5282 -2.0661 -1.0012 0.0 0.0 0.0
C -1.3120 -2.0803 -0.3368 0.0 -0.1 0.0
H -1.6504 -4.3622 2.9706 0.0 0.0 0.0
H -1.0758 -3.9831 4.6121 0.0 0.0 0.0
H -0.1465 -5.0818 3.5905 0.0 0.0 0.0
H -2.1731 -1.9248 2.4619 0.0 0.0 0.0
H -1.0140 -0.6153 2.1091 0.0 0.0 0.0
H -1.4594 -0.9815 3.7884 0.0 0.0 0.0
H 0.8998 -4.2013 1.0709 0.0 0.0 0.1
H 1.1461 -2.5147 0.6025 0.0 0.0 0.0
H -1.3105 -5.2901 0.7195 0.0 0.0 0.0
H -3.4758 -5.2672 -0.4575 0.0 0.0 0.0
H -4.2717 -3.1971 -1.5605 0.0 0.0 0.0
H -2.8637 -1.1574 -1.4877 0.0 0.0 0.0
H -0.6834 -1.1991 -0.2942 0.0 0.0 0.1
C 1.5235 6.1862 -1.8238 0.0 0.0 0.0
C 0.7023 5.0546 -2.4352 -0.1 0.0 0.1
C -0.1354 4.2891 -1.4107 0.2 0.2 -0.1
S 0.8746 3.3578 -0.2385 0.0 0.1 -0.1
O -0.1334 2.8241 0.7372 -0.1 -0.2 0.4
C 1.3790 2.0142 -1.3245 -0.1 -0.2 -0.1
C 0.2338 1.1653 -1.8772 0.2 -0.2 0.2
C 0.7397 -0.0967 -2.5759 0.1 0.2 -0.1
H 2.0828 6.7158 -2.5953 0.0 0.0 0.0
H 2.2351 5.8126 -1.0874 0.0 0.0 0.0
H 0.8721 6.9045 -1.3224 0.0 0.0 0.0
H 1.3555 4.3637 -2.9713 0.0 0.0 0.0
H 0.0207 5.4654 -3.1848 0.0 0.0 0.0
H -0.8295 3.5941 -1.8767 -0.1 0.0 0.0
H -0.7098 4.9680 -0.7789 0.0 0.0 0.0
H 2.0657 1.4179 -0.7232 0.0 -0.1 0.0
H 1.9620 2.5078 -2.1061 0.1 -0.1 -0.1
H -0.3534 1.7480 -2.5858 -0.1 0.1 0.0
H -0.4099 0.8815 -1.0407 0.0 0.1 0.0
H 1.3713 0.1731 -3.4273 0.0 -0.1 0.0
H -0.0922 -0.6950 -2.9541 0.0 0.0 0.1
H 1.3252 -0.7086 -1.8918 0.1 0.0 0.1
```
Positions in Å, forces in eV/Å.

Calculated values
Multiplicity   1
Total charge   -1

=====

The following is a quantum chemistry calculation of a molecular structure, C17H27BF4N8O3Pd, from the Open Molecules 2025 dataset.

The geometry in XYZ format:
```
61
Properties=species:S:1:pos:R:3:forces:R:3
Pd 0.9048 0.5751 -0.3910 -0.1 -0.4 0.0
F 3.1206 0.1598 1.2349 0.0 0.0 -0.1
B 2.7108 1.2892 1.9966 0.2 0.0 0.0
F 3.4922 1.4650 3.1099 0.0 0.0 -0.1
F 2.7528 2.4274 1.1468 -0.1 -0.1 0.0
F 1.3552 1.0551 2.3527 0.0 0.2 0.1
C -2.6213 0.4076 2.3646 -0.1 0.0 0.0
N -2.2844 1.1969 1.1913 0.2 0.0 0.0
C -2.5983 0.5787 -0.0838 0.0 0.0 0.0
C -1.3207 2.1692 1.2476 -0.3 -0.1 0.3
N -0.4761 2.3067 0.2681 0.1 -0.3 0.1
N -1.3231 2.9553 2.3647 0.1 -0.1 -0.1
C -2.5519 3.3771 3.0143 0.0 0.0 0.0
C -0.1520 3.7558 2.6683 0.1 0.1 -0.1
H -2.3449 -0.6382 2.2029 0.0 0.0 0.0
H -3.6939 0.4420 2.5727 0.0 0.0 0.0
H -2.0790 0.7736 3.2324 0.0 0.0 0.0
H -3.6234 0.2071 -0.0400 0.0 0.0 0.0
H -1.9353 -0.2593 -0.3180 0.0 0.0 0.0
H -2.5163 1.3121 -0.8812 0.0 0.0 0.0
H 0.0129 3.1861 0.3405 0.1 0.0 0.2
H -3.4120 2.9315 2.5245 0.0 0.0 0.0
H -2.6477 4.4646 2.9501 0.0 0.0 0.0
H -2.5581 3.0973 4.0704 0.0 0.0 0.0
H 0.7531 3.2240 2.3821 -0.1 0.0 0.0
H -0.1170 3.9364 3.7423 0.0 0.0 0.0
H -0.1813 4.7292 2.1620 0.0 0.0 0.0
C 3.5834 0.2159 -1.8383 -0.1 0.3 0.0
O 2.9544 1.5462 -1.9328 0.8 -0.3 -0.4
C 1.8505 1.8329 -1.3989 -0.3 0.4 0.1
C 1.3765 3.1931 -1.6977 0.0 0.3 -0.1
H 2.9654 -0.4695 -2.4052 0.0 0.0 0.0
H 3.6629 -0.0593 -0.7948 0.0 0.0 0.1
H 4.5598 0.3435 -2.2903 0.0 0.1 0.0
H 1.9150 3.6362 -2.5324 0.1 0.0 0.0
H 1.5498 3.7831 -0.7920 0.0 0.0 -0.1
H 0.3052 3.1657 -1.8895 0.0 0.1 0.0
O -0.0160 -4.9552 -4.2140 0.0 -0.1 0.0
C 0.0590 -5.6834 -3.0023 0.0 0.1 0.0
N 0.2313 -4.6942 -1.9717 0.0 -0.1 0.0
C -0.3695 -4.7884 -0.7636 0.0 0.1 0.1
O -1.0465 -5.7389 -0.4193 0.0 0.0 0.0
C -0.1514 -3.6252 0.1710 0.0 0.0 -0.3
C -0.2798 -3.8332 1.5340 -0.1 -0.1 0.2
C -0.0978 -2.7681 2.3947 0.0 0.1 -0.1
C 0.1883 -1.5181 1.8644 0.0 -0.2 0.1
N 0.2869 -1.3095 0.5488 -0.3 0.1 0.0
C 0.1207 -2.3457 -0.2823 0.0 -0.2 0.2
H -0.1723 -5.5685 -4.9387 0.0 0.0 0.0
H 0.9047 -6.3774 -3.0209 0.0 0.0 0.0
H -0.8522 -6.2381 -2.7797 0.0 0.0 0.0
H 0.8561 -3.9314 -2.1719 0.0 0.0 0.0
H -0.5241 -4.8259 1.8909 0.0 0.0 0.0
H -0.1737 -2.8905 3.4657 0.0 0.0 0.0
H 0.3641 -0.6577 2.4910 0.0 0.0 0.0
H 0.1899 -2.1145 -1.3362 0.0 0.0 0.0
N 0.6508 -0.2500 -2.3276 -0.1 -0.2 -0.4
C -0.0510 0.3047 -3.1046 0.2 0.0 0.3
N -0.8626 0.8460 -3.9043 -0.1 0.2 -0.3
C -0.4646 1.8750 -4.6566 0.0 -0.3 0.1
N -0.1788 2.7751 -5.3208 0.0 0.1 0.0
```
Positions in Å, forces in eV/Å.

Calculated values
Energy relative to the best compared isomer or geometry (same formula, charge and spin)   25.3 kcal per mole
Multiplicity   1

=====

Q: Which gap between HOMO and LUMO values were calculated for the entries above? A: 6.779; 8.006, in eV.